DFT (ωB97M-V with the def2-TZVPD basis set) results for a single C4H6FN3 molecule at a distorted geometry.

Properties
HOMO level	-9.97	eV
E_LUMO	0.82	eV
HOMO-LUMO gap	10.8	eV
calculated total energy	-420.08569	Eh
maximum force	3.279	eV/A

```
14
Properties=species:S:1:pos:R:3:forces:R:3
F 0.923 1.374 -1.081 0.52 -1.04 0.47
N -2.620 -0.563 -0.798 1.25 1.53 1.74
N -0.668 0.141 -0.085 -3.22 0.57 -0.23
N -1.332 -0.771 -0.800 -0.28 -1.32 -0.81
C -2.854 0.581 0.002 2.21 0.43 -0.74
C 0.755 0.321 -0.101 -1.78 1.70 -1.63
C 1.479 -0.934 -0.411 2.37 1.18 1.11
C -1.590 1.070 0.346 1.11 -0.02 1.32
H -3.813 1.075 0.172 0.36 -0.59 -0.19
H 2.122 -0.666 -1.309 -0.51 -0.86 1.25
H 0.759 -1.707 -0.607 0.15 -0.54 -0.12
H 2.086 -1.056 0.587 -0.72 -0.64 -2.33
H -1.031 1.865 0.922 -1.84 -0.52 -0.59
H 1.008 0.825 0.803 0.38 0.11 0.76
```
Positions in Å, forces in eV/Å.

Atom charges from the natural (NBO) analysis, given in e for atoms 1 to 6: number 1, F, carries -0.38; number 2, N, carries -0.21; number 3, N, carries -0.22; number 4, N, carries -0.06; number 5, C, carries -0.14; number 6, C, carries 0.36

DFT (ωB97M-V with the def2-TZVPD basis set) results for a gas-phase ion, CH3F3OP (charge +1) at a distorted geometry.

Properties
HOMO level	-19.10	eV
E_LUMO	-4.62	eV
HOMO-LUMO gap	14.5	eV
total charge	+1
calculated total energy	-755.89951	Eh
maximum force	4.845	eV/A

```
9
Properties=species:S:1:pos:R:3:forces:R:3
P 0.884 0.720 -0.350 1.29 4.24 1.95
F 1.598 0.622 1.035 -0.37 -0.32 -2.30
F 1.784 1.066 -1.516 -0.06 -0.87 0.94
F 0.183 2.087 -0.118 0.19 -1.80 -0.45
O 0.050 -0.453 -0.630 -0.34 -0.49 -0.89
C -1.026 -0.959 0.335 -0.45 1.10 -2.09
H -0.591 -0.646 1.265 -0.88 -0.30 0.89
H -0.926 -1.995 0.075 -0.61 -0.55 0.61
H -1.956 -0.441 -0.097 1.24 -1.01 1.35
```
Positions in Å, forces in eV/Å.

Atom charges from the natural (NBO) analysis, given in e for atoms 1 to 6: number 1, P, carries 2.75; number 2, F, carries -0.48; number 3, F, carries -0.46; number 4, F, carries -0.49; number 5, O, carries -0.82; number 6, C, carries -0.21

DFT (ωB97M-V with the def2-TZVPD basis set) results for a molecular structure, C25H20BiClN3P at a distorted geometry.

Properties
HOMO level	-7.36	eV
E_LUMO	-0.57	eV
HOMO-LUMO gap	6.8	eV
calculated total energy	-2144.78322	Eh
maximum force	10.151	eV/A

```
51
Properties=species:S:1:pos:R:3:forces:R:3
Bi 0.000 0.000 0.000 7.05 -3.20 5.43
Cl -0.615 -1.181 1.955 -1.59 -2.26 2.59
P -0.157 -1.952 -1.171 -2.07 -8.69 -4.83
N 1.841 2.752 3.409 -1.26 -1.37 -2.20
N 1.367 0.855 1.719 3.08 1.27 3.30
N 0.497 4.939 3.227 0.54 -0.65 0.24
C 2.086 -1.463 -5.171 -0.01 -0.01 0.06
C 0.531 -5.915 -0.392 0.00 0.01 0.06
C -4.143 -2.772 -0.806 -0.06 0.00 -0.03
C 2.537 -2.369 -4.224 0.03 0.00 -0.08
C 0.289 2.155 -0.511 -1.09 3.97 -1.23
C -3.579 -3.245 -3.090 -0.01 0.04 -0.04
C -4.521 -3.198 -2.073 0.05 0.00 0.04
C 0.000 -4.732 -0.880 0.00 0.01 0.01
C -2.837 -2.382 -0.560 0.06 0.07 -0.04
C -0.400 1.472 -1.560 -1.44 3.64 -1.64
C 0.238 -0.903 -3.742 0.00 -0.05 -0.09
C -1.695 1.419 0.337 -0.95 1.77 0.73
C -1.886 -2.419 -1.580 0.13 -0.38 -0.35
C -0.515 2.150 0.649 -1.30 2.76 -0.96
C 0.680 -1.822 -2.790 0.09 0.13 0.34
C 1.576 -5.885 0.521 -0.02 0.05 -0.04
C 1.105 3.947 3.307 0.90 -2.87 -0.86
C 1.648 1.673 2.521 -0.65 4.12 1.76
C -1.646 1.019 -1.024 -1.17 1.53 -2.01
C 0.931 -0.730 -4.928 -0.03 -0.01 -0.03
C 0.515 -3.505 -0.463 -0.03 0.06 -0.12
C 2.087 -4.666 0.940 0.08 0.04 0.08
C 1.839 -2.551 -3.039 0.05 0.08 -0.01
C -2.267 -2.863 -2.846 -0.11 0.08 0.00
C 1.560 -3.478 0.455 -0.09 -0.06 -0.18
H -0.663 -0.331 -3.564 -0.10 -0.07 -0.07
H 1.988 -6.809 0.905 0.00 0.02 0.01
H -5.543 -3.497 -2.264 0.00 0.00 0.01
H -4.869 -2.742 -0.005 -0.01 0.00 0.01
H 0.121 -6.861 -0.721 0.00 0.00 -0.01
H -2.412 0.479 -1.551 -0.06 -0.11 -0.04
H 2.199 -3.255 -2.304 0.04 -0.07 0.01
H -3.862 -3.582 -4.078 0.00 -0.01 -0.01
H 3.439 -2.939 -4.404 0.01 -0.01 -0.01
H 0.571 -0.023 -5.663 -0.01 0.01 0.00
H -1.543 -2.911 -3.645 0.06 -0.03 -0.06
H -2.543 -2.060 0.429 -0.01 -0.01 0.14
H -0.250 2.545 1.613 -0.28 0.07 -0.18
H -0.821 -4.769 -1.581 -0.03 0.01 -0.05
H 2.897 -4.634 1.656 0.01 0.00 0.01
H -2.475 1.167 1.034 -0.07 -0.01 0.03
H 1.286 2.553 -0.581 0.06 -0.01 0.04
H -0.049 1.348 -2.568 0.07 -0.02 0.06
H 1.960 -2.534 0.785 0.13 0.18 0.18
H 2.632 -1.325 -6.095 0.00 0.00 0.01
```
Positions in Å, forces in eV/Å.

Atom charges from the natural (NBO) analysis, given in e for atoms 1 to 6: number 1, Bi, carries 1.42; number 2, Cl, carries -0.54; number 3, P, carries 0.85; number 4, N, carries -0.74; number 5, N, carries -0.71; number 6, N, carries -0.48

DFT (ωB97M-V with the def2-TZVPD basis set) results for 8 unconnected molecules or ions with the total composition C30H61FNO15S2 at a distorted geometry.

Properties
HOMO level	-10.41	eV
E_LUMO	-2.09	eV
HOMO-LUMO gap	8.3	eV
total charge	+1
calculated total energy	-3258.82295	Eh
maximum force	5.444	eV/A

```
110
Properties=species:S:1:pos:R:3:forces:R:3
S 8.248 -4.274 -0.529 -0.58 -0.23 -0.03
S -6.404 -1.435 -2.963 1.78 0.53 1.33
F -6.971 5.027 0.675 0.46 0.21 0.07
O 1.040 -2.251 0.472 -0.39 0.27 0.14
O -4.950 -3.516 3.111 -0.95 -1.75 0.89
O 2.529 -1.945 5.415 3.01 0.69 -0.23
O -5.061 -0.763 -2.585 -2.15 -0.92 -0.49
O 2.648 -1.337 -6.762 -0.37 -2.14 -0.13
O 0.818 -0.283 -6.071 0.02 -0.46 0.40
O 4.760 -1.177 5.050 -0.29 -0.98 0.36
O 0.727 -2.459 -6.640 1.09 -0.03 -0.10
O 4.328 -3.260 5.497 0.85 -1.29 -0.25
O 3.331 6.601 0.816 0.08 -0.06 -2.41
O 2.940 7.244 -1.331 0.07 -1.03 4.94
O -4.096 -5.250 4.274 3.29 0.68 0.80
O 7.583 -5.616 -0.431 0.19 0.71 0.09
O 1.115 6.845 0.118 2.87 0.15 -0.35
O -5.987 -5.471 3.551 -3.65 -2.12 -0.41
N -0.086 0.688 0.282 0.15 -0.64 -0.43
C -0.860 0.197 1.573 -0.17 -0.17 -0.79
C -1.267 1.190 2.662 0.45 -0.13 -1.51
C 3.515 -0.244 -6.589 1.04 0.11 0.05
C -4.949 5.472 -2.290 1.75 1.69 0.02
C 2.238 7.488 -2.501 0.06 -0.11 -1.28
C 1.367 -1.308 -6.422 -1.03 2.25 -0.40
C -4.128 7.003 -0.570 -1.38 -1.31 -0.49
C 8.287 -3.578 1.160 0.65 -0.36 -0.24
C -6.111 -3.231 -2.726 -1.11 0.06 -0.57
C -4.041 6.461 -1.867 0.30 0.44 1.40
C -7.535 -1.210 -1.525 -0.32 -0.20 0.67
C -0.145 -0.460 -0.783 1.57 -0.41 -0.13
C 3.762 -2.100 5.356 -2.54 1.81 -0.50
C 9.985 -4.643 -0.655 0.96 -0.64 -0.19
C -0.084 -1.913 -0.313 -0.31 -0.66 0.87
C 2.327 6.898 -0.083 -0.56 0.24 -1.10
C -0.823 1.852 -0.388 1.06 1.69 -1.10
C -5.171 6.538 0.282 1.16 0.58 0.54
C 3.049 6.658 2.204 -2.70 1.28 -0.11
C -0.136 2.523 -1.733 -0.60 -1.31 2.05
C 4.650 0.244 5.066 -1.73 0.87 0.67
C -7.101 -5.285 2.684 -0.42 -0.42 -0.23
C -5.874 5.024 -1.406 -0.96 -1.27 -0.04
C 1.373 1.068 0.648 -0.70 0.77 0.18
C -5.983 5.518 -0.105 -0.34 -0.22 -1.54
C -2.903 -4.377 4.415 -0.75 0.65 -0.24
C -0.702 -2.468 -6.662 -0.48 -0.06 -0.49
C -5.065 -4.639 3.631 3.25 4.03 -1.68
C 2.150 -2.938 -0.104 0.02 0.91 0.65
C 3.462 -4.430 5.548 -0.18 0.25 0.68
H -5.312 -3.516 -3.410 0.42 0.17 0.61
H 7.340 -3.115 1.438 0.04 -0.26 -0.15
H 3.897 6.739 2.884 0.21 -0.24 -0.80
H 3.710 0.609 4.651 -0.12 -0.40 -0.54
H -0.308 -0.592 2.084 0.50 -0.08 -0.75
H -6.079 -3.549 -1.683 0.77 0.32 -0.05
H -8.299 -0.434 -1.560 0.39 0.36 -0.85
H -5.279 6.907 1.291 0.04 0.23 0.07
H 9.099 -2.856 1.243 -0.08 0.16 -0.17
H 1.382 6.829 -2.647 -0.05 0.14 0.08
H 4.511 -0.685 -6.630 -0.02 -0.13 0.10
H -1.129 -2.667 -5.680 0.21 -0.02 -0.01
H 0.131 1.755 -2.458 -0.31 0.08 -0.09
H -1.981 -4.881 4.703 -0.79 -0.58 0.62
H 2.300 5.926 2.507 0.53 -0.68 0.00
H -6.863 -4.849 1.714 0.50 0.00 0.17
H -6.953 -0.986 -0.631 0.42 -0.16 -0.19
H -8.128 -2.099 -1.309 0.28 -0.36 -0.28
H -1.730 -0.244 1.088 -0.18 -0.06 0.41
H -0.948 -0.339 -1.510 -0.43 0.31 0.61
H -1.612 0.559 3.481 -0.14 0.31 0.04
H 0.767 3.098 -1.530 -0.21 0.05 0.25
H -1.170 -1.575 -7.078 0.53 0.35 0.25
H 10.271 -5.284 0.179 0.05 0.30 0.31
H 10.658 -3.798 -0.802 -0.30 0.30 0.46
H -0.961 -3.252 -7.373 0.08 -0.24 0.35
H -2.058 1.817 2.251 0.04 0.25 0.60
H -7.404 -6.324 2.555 -0.55 0.33 -0.19
H 2.427 7.553 2.234 0.28 0.45 0.98
H 1.298 1.694 1.537 -0.04 -0.53 0.37
H -4.864 5.139 -3.314 -0.23 -0.38 0.07
H -6.966 -3.773 -3.130 -0.39 0.23 -0.13
H 5.458 0.794 4.583 0.28 -1.03 -0.34
H 8.555 -4.428 1.787 -0.31 0.01 0.20
H 2.975 -4.465 6.522 -0.07 0.18 -0.05
H 2.757 -3.126 0.782 0.26 -0.27 -0.31
H 10.185 -5.272 -1.522 -0.63 0.01 -0.24
H -1.841 1.603 -0.689 0.18 -0.82 0.21
H -0.931 -2.212 0.305 -0.27 0.37 0.02
H 3.501 0.434 -7.443 -0.59 0.23 0.25
H 4.079 -5.327 5.481 0.22 0.42 -0.29
H -0.925 3.179 -2.102 0.20 -0.06 -0.18
H 2.000 8.537 -2.677 -0.38 0.04 0.54
H 2.044 0.218 0.773 -0.67 -0.21 0.17
H -0.387 1.754 2.972 -0.27 0.21 0.25
H 2.680 -2.231 -0.742 0.24 -0.33 -0.38
H -0.962 2.639 0.353 0.39 -0.01 0.09
H -3.240 -3.561 5.055 0.55 -0.23 0.48
H 2.687 -4.407 4.781 0.27 0.15 -0.07
H 3.437 0.239 -5.615 -0.47 0.16 -0.23
H 1.867 1.775 -0.018 -0.59 -0.37 -0.82
H 0.752 -0.355 -1.393 0.16 0.45 0.08
H -2.616 -3.852 3.504 -0.56 -0.41 -0.47
H -6.477 4.213 -1.787 -0.54 -0.03 0.47
H 3.027 7.275 -3.222 -0.42 -0.20 -0.50
H -0.179 -2.579 -1.170 0.19 0.26 -0.47
H -3.429 7.743 -0.210 -0.02 0.04 -0.06
H 1.914 -3.878 -0.603 -0.24 0.12 -0.08
H -7.881 -4.667 3.128 0.11 -0.17 0.25
H 4.593 0.692 6.058 0.29 -0.65 0.51
H -3.187 6.786 -2.442 -0.20 -0.01 -0.50
```
Positions in Å, forces in eV/Å.

Atom charges from the Mulliken analysis, given in e for atoms 1 to 6: number 1, S, carries 0.50; number 2, S, carries 0.45; number 3, F, carries -0.29; number 4, O, carries -0.18; number 5, O, carries -0.63; number 6, O, carries -0.61

DFT (ωB97M-V with the def2-TZVPD basis set) results for a single C23H20ClN5O2 molecule at a distorted geometry.

Properties
HOMO level	-7.97	eV
E_LUMO	0.36	eV
HOMO-LUMO gap	8.3	eV
calculated total energy	-1772.90758	Eh
maximum force	1.628	eV/A

```
51
Properties=species:S:1:pos:R:3:forces:R:3
Cl 6.233 -6.062 -7.401 0.12 -0.07 -0.16
O 3.207 -2.502 -2.710 0.08 0.15 -0.05
O -0.380 0.112 1.927 -0.08 -0.03 0.13
N 0.543 1.944 1.067 0.45 -0.67 -0.57
N -1.685 0.931 3.669 0.19 -0.73 -0.31
N -0.774 4.724 2.760 -0.06 0.31 0.10
N -4.995 4.507 3.045 -0.24 0.23 -0.08
N -5.961 5.494 1.325 0.06 0.32 -0.52
C 3.893 -4.434 -3.921 0.01 0.14 0.09
C -6.919 4.925 2.103 -0.06 -0.18 0.21
C -6.342 4.303 3.171 -0.30 -0.05 0.05
C 4.414 -5.721 -3.878 -0.09 0.17 0.00
C 4.103 -3.656 -5.051 -0.02 -0.05 0.10
C 2.680 -0.424 -1.793 0.05 -0.23 -0.08
C -3.962 3.974 3.887 0.40 -0.46 0.06
C -2.406 2.020 4.287 -0.26 0.35 -0.10
C 1.013 -1.577 0.091 -0.01 0.44 0.06
C 4.825 -4.149 -6.122 0.04 -0.09 -0.05
C 3.084 -3.907 -2.764 -0.19 -0.37 0.08
C -4.828 5.225 1.909 0.15 0.06 -0.01
C 2.515 -1.814 -1.769 -0.17 0.21 0.19
C 5.334 -5.436 -6.065 -0.13 0.07 0.20
C 1.172 -0.194 0.063 0.08 -0.72 -0.19
C 2.020 0.375 -0.893 -0.14 -0.12 0.15
C -0.533 3.642 2.455 -0.10 0.48 0.07
C -0.294 2.315 2.092 -0.53 -1.48 0.40
C -3.529 2.584 3.408 0.17 0.15 0.23
C -0.859 1.161 2.618 0.15 0.99 0.13
C 0.476 0.656 0.994 0.00 1.31 0.13
C 5.131 -6.228 -4.946 0.03 -0.01 -0.12
C 1.677 -2.383 -0.814 0.22 -0.29 -0.30
H 4.259 -6.335 -3.003 0.01 -0.07 0.11
H 5.534 -7.228 -4.911 0.05 -0.08 -0.02
H -7.956 5.001 1.845 -0.23 -0.03 0.04
H 2.139 1.447 -0.906 0.04 0.12 -0.04
H -6.760 3.760 3.994 -0.06 -0.11 0.18
H -2.124 0.022 3.672 0.04 0.06 0.00
H -1.684 2.811 4.502 -0.09 -0.08 0.15
H -3.863 5.534 1.558 0.31 0.04 0.00
H -4.332 3.920 4.916 0.04 0.12 -0.07
H -4.387 1.907 3.406 0.01 -0.01 -0.05
H -2.807 1.654 5.234 0.10 0.08 -0.01
H -3.101 4.647 3.852 -0.12 -0.04 0.09
H 2.028 -4.188 -2.907 0.13 0.10 0.11
H -3.168 2.675 2.381 -0.04 -0.02 -0.01
H 0.364 -2.024 0.829 -0.04 -0.06 0.04
H 4.991 -3.541 -6.998 0.03 0.03 -0.09
H 3.704 -2.654 -5.084 -0.02 0.10 -0.03
H 3.337 -0.002 -2.537 0.08 0.07 -0.08
H 1.533 -3.451 -0.764 0.02 -0.08 -0.03
H 3.437 -4.359 -1.826 -0.08 0.06 -0.10
```
Positions in Å, forces in eV/Å.

Atom charges from the natural (NBO) analysis, given in e for atoms 1 to 6: number 1, Cl, carries 0.01; number 2, O, carries -0.49; number 3, O, carries -0.42; number 4, N, carries -0.40; number 5, N, carries -0.59; number 6, N, carries -0.35

DFT (ωB97M-V with the def2-TZVPD basis set) results for a gas-phase ion, C2H5N2S (charge +1) at a distorted geometry.

Properties
HOMO level	-14.23	eV
E_LUMO	-5.02	eV
HOMO-LUMO gap	9.2	eV
total charge	+1
calculated total energy	-586.60439	Eh
maximum force	5.181	eV/A

```
10
Properties=species:S:1:pos:R:3:forces:R:3
S -3.746 0.260 0.335 -0.93 0.27 0.36
N -0.991 0.231 0.170 -4.76 -1.92 0.70
N 1.160 0.567 -0.151 1.27 -0.68 0.13
C -2.451 -0.551 0.151 3.62 2.53 -0.37
C 0.165 -0.277 -0.069 -1.01 3.13 -0.31
H 2.094 0.235 -0.212 0.72 -0.23 -0.24
H -2.118 -1.463 -0.189 -0.30 -2.58 -0.41
H 0.149 -1.266 -0.385 0.86 -1.87 -0.16
H -1.245 1.164 0.397 0.71 1.19 0.22
H 1.056 1.540 0.077 -0.16 0.14 0.09
```
Positions in Å, forces in eV/Å.

Atom charges from the natural (NBO) analysis, given in e for atoms 1 to 6: number 1, S, carries 0.34; number 2, N, carries -0.56; number 3, N, carries -0.69; number 4, C, carries -0.17; number 5, C, carries 0.38; number 6, H, carries 0.43

Question: Which formula does entry 4 have?
Answer: C30H61FNO15S2

Question: What is the formula in the third record?
Answer: C25H20BiClN3P

Question: Which of these has the highest calculated total energy?
Answer: C4H6FN3